24
Properties=species:S:1:pos:R:3:forces:R:3 method="wB97M-V/def2-TZVPD" charge=+1 relative_energy_kj_mol=796.9 gap_ev=4.02
C 2.15554 2.52946 -1.50769 -1.847 2.341 0.918
C 1.46147 1.46525 -0.62601 3.773 -3.954 -4.687
C 0.24054 1.88873 0.06846 -3.185 1.280 2.749
S -0.48907 0.71604 1.25496 1.023 1.649 -0.933
N 1.52370 0.21121 -1.50685 -2.566 2.552 1.717
H 3.04963 2.28032 -2.15578 -1.289 -0.044 1.174
H 2.31676 3.38440 -0.78512 0.623 -0.720 -0.998
H 1.27769 2.93308 -2.07124 1.040 -0.184 -0.507
H 2.07870 1.22598 0.17459 1.530 -0.488 1.453
H 0.44794 2.84805 0.62833 -0.296 -0.979 -0.596
H -0.63265 2.08352 -0.61478 0.480 -0.305 0.051
H 1.17752 -2.18937 4.86607 -0.073 0.259 0.288
H 1.03726 -1.69393 5.41564 0.071 -0.255 -0.298
H 1.17653 -0.66790 -1.06608 0.482 0.036 -0.676
H 1.07436 0.46046 -2.40985 0.705 -0.732 0.505
H -2.47926 -2.28007 -0.00573 0.407 -1.287 0.187
H -2.56536 -3.88253 0.36549 0.823 1.399 -0.448
O -1.96980 -3.12198 0.12744 -0.662 -1.175 0.428
H 0.18972 -2.83529 0.10965 -0.352 0.407 -0.012
H 0.65296 -1.38765 0.56769 -0.128 -1.328 -0.055
O 0.85074 -2.13484 -0.03711 0.262 0.883 0.263
H -3.32924 -0.38556 0.30007 -1.185 0.288 0.338
H -1.78675 -0.23494 0.27922 -1.823 -1.838 -1.495
O -2.58994 -0.72997 -0.18260 2.187 2.194 0.633


27
Properties=species:S:1:pos:R:3:forces:R:3 method="wB97M-V/def2-TZVPD" charge=+1 relative_energy_kj_mol=0.0 gap_ev=11.30
O 2.08360 -1.17731 -0.19504 0.141 0.120 -0.066
C 1.87562 -0.05695 0.18364 -0.414 -0.506 -0.366
O 2.40827 0.47814 1.27511 0.528 0.288 -0.010
C 0.90889 0.89480 -0.53060 0.112 0.186 1.231
C 0.39975 1.98415 0.42896 -0.538 -0.380 -1.569
O -0.58797 2.67429 -0.35310 0.466 0.181 0.566
N -0.23914 0.13347 -1.06454 -0.012 0.149 -1.571
H 3.16126 -0.07150 1.56507 -0.345 -0.009 0.029
H 1.40897 1.34431 -1.38495 0.133 0.058 -0.031
H 1.24170 2.61895 0.68445 -0.052 0.082 0.313
H -0.08418 1.49058 1.27145 0.204 0.263 0.107
H -0.79451 3.50049 0.10402 -0.176 -0.147 -0.196
H -0.83981 -0.33214 -0.38139 0.081 -0.240 0.137
H -0.82462 0.77639 -1.60340 -0.212 0.346 0.530
H 0.04939 -0.54180 -1.83066 0.218 -0.481 0.956
H -2.91931 -1.55688 1.28355 0.139 -0.182 0.231
H -1.87616 -2.27616 2.20483 -0.273 -0.139 -0.027
O -1.99306 -1.57908 1.55389 0.288 0.330 -0.132
H -0.68410 1.38485 3.07037 -0.206 0.406 0.264
H -1.61104 0.23633 2.99651 -0.497 0.125 -0.266
O -1.59954 1.19234 2.82905 0.631 -0.524 0.186
H 1.68926 -1.96944 -2.56654 -0.154 0.063 0.066
H 0.34622 -2.70104 -2.50547 -0.021 0.100 -0.082
O 0.73979 -1.84284 -2.70434 0.106 -0.116 -0.199
H -2.31833 -2.68690 -1.34191 -0.403 0.227 -0.127
H -3.06639 -1.38386 -1.84591 -0.139 -0.489 -0.071
O -2.25434 -1.73274 -1.46618 0.396 0.287 0.096


26
Properties=species:S:1:pos:R:3:forces:R:3 method="wB97M-V/def2-TZVPD" spin_multiplicity=2 charge=+1 gap_ev="11.04 / 4.50"
C 0.19822 1.38571 -0.96130 -0.529 -0.434 -0.317
C 0.83682 0.04363 -1.42664 0.501 0.358 -0.310
C -0.15065 -0.80614 -2.24069 -0.668 0.194 0.001
S -0.70976 -2.20817 -1.30506 -0.028 0.124 0.036
N 0.10273 1.42282 0.46514 0.030 0.604 -1.227
H -0.79352 1.47964 -1.40361 -0.045 0.109 0.094
H 0.77024 2.24722 -1.33412 0.329 -0.199 -0.115
H 1.78661 0.14034 -1.95255 -0.165 0.240 -0.155
H 1.06731 -0.44657 -0.50893 0.362 -0.565 0.685
H 0.22177 -1.10803 -3.21228 0.453 -0.221 -0.114
H -1.07317 -0.26975 -2.46566 -0.093 0.021 0.054
H 0.47719 -2.78925 -1.05671 0.093 0.029 -0.053
H -0.64512 2.04562 0.73632 0.110 0.032 0.626
H 1.01315 1.64140 0.85703 -0.138 -0.270 0.872
H -3.74926 0.64990 -1.58767 0.099 0.127 -0.470
H -3.58140 -0.77210 -1.99333 -0.051 -0.058 -0.366
O -3.34517 0.11658 -2.29260 -0.090 -0.102 0.892
H -1.57993 -1.26550 2.85161 -0.166 0.199 -0.061
H -1.50733 -0.05128 1.86328 -0.138 -0.230 0.092
O -1.05513 -0.50374 2.58090 0.192 0.027 0.088
H 3.18033 2.24049 2.55943 0.191 -0.034 0.357
H 2.91283 0.93938 3.37983 0.135 0.163 0.095
O 2.79093 1.36394 2.52717 -0.434 -0.051 -0.611
H 0.59240 -2.40592 1.58477 -0.051 -0.109 0.158
H 0.91081 -1.14173 2.33804 0.001 -0.212 -0.041
O 1.32906 -1.94849 1.99762 0.101 0.261 -0.209


28
Properties=species:S:1:pos:R:3:forces:R:3 method="wB97M-V/def2-TZVPD" charge=0 relative_energy_kj_mol=236.5 gap_ev=9.25
C 1.26071 1.99392 0.19002 1.740 -2.123 1.663
C 0.38464 0.71975 0.29428 0.769 -0.627 -1.728
N -0.96854 1.12461 0.40522 -0.722 0.666 0.321
C 0.66988 -0.29406 -0.87596 -1.872 0.529 0.732
O -0.12465 -1.20689 -0.97985 1.496 -0.330 -1.065
O 1.73073 -0.07385 -1.62390 1.034 0.590 0.057
H 2.20940 1.83740 -0.32348 0.045 -0.636 0.091
H 0.90751 2.80805 -0.37837 -1.406 0.948 -0.125
H 1.57032 2.19001 1.21907 -0.283 0.861 -0.199
H 0.55791 -0.04202 1.08628 0.728 1.173 0.322
H -1.19084 1.98191 -0.07098 -0.042 -0.091 -0.110
H -1.74437 0.49024 0.29661 0.398 -0.344 -0.121
H 2.05618 -0.72646 -2.25871 -0.781 -0.504 0.162
O -1.46317 -2.08471 1.29222 -1.221 0.526 -0.118
H -1.79397 -1.23885 1.62873 0.422 -0.087 0.499
H -2.14317 -2.21164 0.60422 0.485 -0.455 -0.125
O 1.24398 -2.54622 1.83444 -0.027 0.103 -0.447
H 0.42529 -2.20407 1.42983 0.011 -0.142 0.305
H 1.26907 -3.43801 1.47254 0.149 -0.051 0.140
O -2.98474 2.27859 -1.20637 -0.174 0.220 0.206
H -3.02243 1.43649 -1.67690 0.088 0.233 -0.167
H -2.77134 2.99455 -1.81435 -0.128 -0.380 -0.207
O 3.74753 0.34041 1.62573 0.065 0.105 0.232
H 3.69177 0.33632 0.66681 -0.020 -0.241 0.012
H 3.71213 -0.57668 1.92428 -0.129 0.078 -0.240
O -2.61730 -1.28975 -1.35414 -1.160 0.306 0.977
H -1.65197 -1.17378 -1.16248 -0.485 -0.329 -1.282
H -2.96062 -1.42525 -2.24478 1.022 0.003 0.216


30
Properties=species:S:1:pos:R:3:forces:R:3 method="wB97M-V/def2-TZVPD" charge=0 relative_energy_kj_mol=19.0 gap_ev=9.82
C 1.89677 -0.74988 0.32774 1.265 0.681 -1.200
C 1.86288 -1.79842 -0.54308 -1.048 -0.044 0.246
N 0.51005 -2.00773 -0.73278 -0.766 1.011 -0.519
C -0.18574 -0.96821 -0.12319 1.448 -2.113 0.567
N 0.66759 -0.21295 0.51981 -0.821 0.181 0.535
H 2.77035 -0.19082 0.62110 0.114 -0.249 0.335
H 2.62016 -2.35962 -1.06092 -0.001 -0.070 0.171
H 0.06309 -2.49458 -1.49530 0.286 -0.485 0.266
H -1.23935 -1.09850 0.08814 -0.055 0.593 -0.484
O -2.41825 0.55908 1.11361 0.346 0.704 0.402
H -2.48325 0.97824 1.99237 -0.045 -0.307 -0.502
H -1.64064 1.01169 0.73899 -0.166 -0.016 0.294
O 0.23016 -0.37347 3.18314 -0.558 0.422 -0.386
H 0.59289 0.06200 2.38289 -0.267 -0.481 0.333
H 0.93852 -0.49214 3.80157 0.574 -0.023 0.405
O -0.94458 1.05699 -1.84660 -0.112 0.353 -0.124
H -0.87463 1.98486 -1.58956 0.204 -0.029 -0.138
H -1.62639 0.73666 -1.25323 -0.310 -0.209 -0.068
O -3.27136 -2.29648 1.30326 0.729 0.119 0.414
H -2.34408 -2.14958 1.55793 -0.227 -0.349 -0.222
H -3.66868 -1.60980 1.84645 -0.460 0.099 -0.178
O -0.27436 2.97922 0.63725 -0.852 -0.235 -0.097
H 0.26988 3.53605 0.06831 0.473 -0.187 0.636
H 0.15199 2.74513 1.47288 0.391 0.381 -0.606
O 0.45442 -0.73789 -3.79718 0.139 -0.247 -0.201
H 0.53857 -1.63753 -3.47385 0.057 0.009 -0.125
H -0.03459 -0.26934 -3.11555 -0.162 0.395 0.225
O 2.38698 2.23709 -0.91214 -1.272 1.345 0.070
H 3.30768 2.02288 -0.99131 0.123 -0.970 0.056
H 1.74392 1.53702 -0.72077 0.975 -0.280 -0.107


26
Properties=species:S:1:pos:R:3:forces:R:3 method="wB97M-V/def2-TZVPD" charge=+1 relative_energy_kj_mol=186.4 gap_ev=11.14
C -0.29885 1.14352 0.20749 -1.241 3.147 -1.186
C -1.19328 1.68629 1.41264 1.359 -3.821 -2.109
C -0.34998 1.94954 2.60061 0.950 0.236 1.689
N 0.06294 -0.28494 0.07752 0.169 -0.399 0.941
H -0.78689 1.40097 -0.75539 0.378 -0.103 0.555
H 0.57090 1.76384 0.31930 0.875 -0.237 -0.544
H -1.67366 0.71764 1.60062 -1.288 0.599 0.421
H -1.86966 2.45646 1.04827 0.088 -0.123 0.282
H 0.00858 2.96889 2.70168 -0.248 0.222 0.022
H -0.95448 1.66018 3.43625 -0.395 0.603 0.933
H 0.55861 1.34102 2.82733 -0.489 -0.011 -1.112
H -0.29043 -0.81498 0.88263 0.549 0.054 0.014
H -0.44595 -0.75134 -0.70877 0.717 0.504 -0.261
H 1.10463 -0.36617 -0.00341 -1.318 -0.348 -0.035
H -1.20714 -1.96324 -2.30527 -0.140 0.216 0.529
H -0.90888 -1.13679 -3.44770 0.277 0.917 0.402
O -1.10017 -1.01410 -2.48323 0.032 -1.188 -0.648
H -1.96317 -3.17713 -0.00631 -0.026 0.154 -0.588
H -0.89288 -3.10024 0.96750 0.544 -0.045 -0.155
O -1.05518 -2.84298 0.04679 -0.638 -0.302 0.857
H 4.74265 1.53733 3.20264 -0.170 0.798 0.099
H 4.24489 0.58709 2.25503 -0.421 0.304 -0.472
O 4.10462 1.52415 2.47395 0.565 -1.143 0.362
H 0.52479 -1.39379 -5.66201 0.050 0.103 0.125
H -0.76402 -2.19973 -5.62523 -0.006 0.011 0.032
O -0.16799 -1.69148 -5.06294 -0.170 -0.149 -0.152


For the records above, the corresponding strongest force on any atom values read 7.20; 1.70; 1.37; 3.21; 2.62; 4.57 eV Å⁻¹.
For the records above, the corresponding total energy values read -802.0474; -705.1367; -878.0559; -705.9202; -761.2751; -480.5528 Ha.